A 6-piece molecular cluster, C30H71NO13Si overall at a distorted geometry. Source: the OMol25 dataset; level of theory: ωB97M-V with the def2-TZVPD basis set.

Output
Charge: 0
E_tot (eV): -68239.805
ΔE to the lowest compared entry with this formula, charge and spin (kcal/mol): 0.00
Kohn-Sham gap (eV): 9.7
SMILES: [H]/N=C(/C)C[Si@](O)(CCOCC)C[C@H]1CO1.COCCOC.COCCOC.COCCOC.COCCOC.COCCOC

Each line ends with the Mulliken charge.
Geometry (Å):
1 H -3.314 3.390 0.640  0.1928
2 N -3.357 4.014 1.446  -0.8475
3 C -2.458 4.904 1.377  0.8604
4 C -2.348 5.901 2.485  -1.2858
5 C -1.450 5.006 0.262  -0.8226
6 Si -0.258 3.540 0.325  -0.0859
7 O -0.130 3.195 1.929  -0.5537
8 C 1.387 4.004 -0.473  -0.4805
9 C 2.537 4.377 0.455  -0.8668
10 O 2.679 3.489 1.554  -0.4094
11 C 3.686 2.508 1.400  -0.7031
12 C 3.404 1.505 0.292  -0.4033
13 C -0.983 2.106 -0.676  -0.7738
14 C -1.204 0.854 0.167  0.6112
15 C -2.081 -0.290 -0.379  -1.2894
16 O -0.670 -0.335 -0.305  -0.4170
17 H -2.182 6.905 2.099  0.3283
18 H -3.245 5.878 3.094  0.3822
19 H -1.490 5.645 3.107  0.2619
20 H -1.987 4.999 -0.686  0.4750
21 H -0.867 5.921 0.353  0.4062
22 H 0.561 2.557 2.138  0.2771
23 H 1.167 4.863 -1.115  0.5484
24 H 1.695 3.205 -1.147  0.3011
25 H 2.411 5.387 0.841  0.4640
26 H 3.472 4.386 -0.115  0.4172
27 H 3.719 1.979 2.352  0.3610
28 H 4.666 2.977 1.273  0.3744
29 H 2.342 1.257 0.301  -0.0260
30 H 3.977 0.594 0.439  0.4962
31 H 3.659 1.910 -0.686  0.1511
32 H -1.926 2.386 -1.144  0.3245
33 H -0.280 1.805 -1.454  0.4559
34 H -1.214 0.982 1.240  0.5404
35 H -2.542 0.190 -1.231  0.4421
36 H -2.633 -0.600 0.498  0.3207
37 C -0.439 -4.002 5.002  -0.7165
38 O 0.474 -3.446 4.074  -0.3891
39 C -0.098 -3.168 2.807  -0.7963
40 C -0.462 -1.710 2.648  0.1402
41 O -1.485 -1.314 3.550  -0.3815
42 C -1.009 -0.630 4.694  -0.6129
43 H 0.027 -3.952 5.985  0.2416
44 H -1.379 -3.446 5.026  0.3161
45 H -0.647 -5.051 4.764  0.3227
46 H -0.984 -3.791 2.643  0.3773
47 H 0.645 -3.429 2.048  0.3695
48 H -0.843 -1.544 1.641  0.0134
49 H 0.427 -1.083 2.781  0.3070
50 H -0.719 0.397 4.439  0.2709
51 H -0.156 -1.143 5.144  0.3228
52 H -1.821 -0.596 5.419  0.2009
53 C 5.359 -0.195 -2.490  -0.6222
54 O 4.605 -0.971 -1.577  -0.3400
55 C 3.409 -1.499 -2.128  -0.2469
56 C 3.561 -2.945 -2.540  -0.7247
57 O 4.497 -3.098 -3.592  -0.1494
58 C 5.779 -3.533 -3.171  -0.6957
59 H 6.344 -0.045 -2.053  0.2528
60 H 5.470 -0.698 -3.453  0.1801
61 H 4.890 0.784 -2.648  0.3200
62 H 3.088 -0.898 -2.986  0.2785
63 H 2.633 -1.429 -1.359  0.2873
64 H 2.594 -3.310 -2.901  0.3239
65 H 3.850 -3.554 -1.677  0.4161
66 H 5.765 -4.600 -2.926  0.2898
67 H 6.128 -2.969 -2.303  0.3352
68 H 6.462 -3.370 -4.003  0.1401
69 C -5.842 -0.662 9.820  -0.6850
70 O -4.726 0.007 10.376  -0.3748
71 C -3.525 -0.742 10.321  -0.5293
72 C -2.638 -0.316 9.172  -0.5163
73 O -3.232 -0.581 7.914  -0.3096
74 C -3.830 0.554 7.313  -0.8816
75 H -6.633 0.074 9.697  0.2449
76 H -5.607 -1.099 8.847  0.2874
77 H -6.197 -1.452 10.491  0.3226
78 H -3.743 -1.812 10.247  0.3266
79 H -2.989 -0.571 11.260  0.3684
80 H -1.704 -0.884 9.221  0.3698
81 H -2.393 0.747 9.264  0.3544
82 H -3.063 1.224 6.909  0.3139
83 H -4.453 1.104 8.021  0.4548
84 H -4.450 0.198 6.491  0.2534
85 C -6.199 -0.313 -5.523  -0.6971
86 O -7.021 -0.348 -4.371  -0.3794
87 C -6.334 -0.720 -3.190  -0.6113
88 C -5.975 0.476 -2.339  -0.4286
89 O -5.041 1.331 -2.981  -0.2756
90 C -5.629 2.474 -3.575  -0.8514
91 H -6.756 0.203 -6.303  0.2471
92 H -5.266 0.222 -5.336  0.2947
93 H -5.968 -1.327 -5.868  0.3240
94 H -5.431 -1.290 -3.433  0.3153
95 H -7.000 -1.371 -2.615  0.3896
96 H -5.505 0.124 -1.415  0.3648
97 H -6.878 1.030 -2.066  0.3689
98 H -5.914 3.206 -2.812  0.3081
99 H -6.509 2.212 -4.166  0.3766
100 H -4.882 2.921 -4.229  0.2478
101 C 7.128 -1.546 -7.852  -0.8158
102 O 6.439 -2.234 -6.827  -0.3475
103 C 5.027 -2.093 -6.890  -0.1754
104 C 4.363 -3.295 -7.519  -0.5644
105 O 4.720 -3.457 -8.883  -0.3830
106 C 5.719 -4.434 -9.098  -0.7082
107 H 8.155 -1.908 -7.855  0.2504
108 H 6.682 -1.733 -8.832  0.3501
109 H 7.136 -0.467 -7.662  0.3077
110 H 4.759 -1.184 -7.438  0.3766
111 H 4.666 -1.996 -5.862  0.0958
112 H 3.278 -3.157 -7.479  0.3752
113 H 4.609 -4.196 -6.948  0.3087
114 H 5.308 -5.444 -8.991  0.3240
115 H 6.556 -4.314 -8.405  0.3048
116 H 6.081 -4.310 -10.117  0.2489

A 7-piece molecular cluster, C30H72N4O12S3 overall at a distorted geometry. Source: the OMol25 dataset; level of theory: ωB97M-V with the def2-TZVPD basis set.

Output
Charge: 0
E_tot (eV): -95304.294
ΔE to the lowest compared entry with this formula, charge and spin (kcal/mol): 32.57
Kohn-Sham gap (eV): 8.0
SMILES: O=S1(=O)OCCO1.O=S1(=O)OCCO1.O=S1(=O)OCCO1.CCN(CC)CC.CCN(CC)CC.CCN(CC)CC.CCN(CC)CC

Each line ends with the Mulliken charge.
Geometry (Å):
1 O 5.622 -4.010 -6.186  -0.5327
2 S 5.720 -4.753 -4.955  1.0910
3 O 6.346 -6.088 -4.997  -0.5387
4 O 6.439 -3.895 -3.731  -0.3426
5 C 5.524 -3.372 -2.789  -0.2177
6 C 4.107 -3.764 -3.326  -0.3476
7 O 4.229 -4.899 -4.091  -0.2772
8 H 5.663 -3.879 -1.835  0.3055
9 H 5.451 -2.296 -2.627  0.3092
10 H 3.529 -3.051 -3.914  0.1993
11 H 3.516 -4.187 -2.514  0.3046
12 O -3.129 -0.359 3.444  -0.5344
13 S -1.909 -0.846 4.078  1.1559
14 O -1.386 -2.160 3.645  -0.5744
15 O -0.729 0.287 4.150  -0.1436
16 C 0.092 0.208 5.329  0.0700
17 C -0.726 -0.729 6.337  -0.4099
18 O -2.019 -0.803 5.728  -0.3948
19 H 1.050 -0.260 5.102  0.1639
20 H 0.230 1.254 5.599  0.1216
21 H -0.937 -0.427 7.363  0.2928
22 H -0.341 -1.749 6.357  0.2683
23 O -3.063 -3.031 -2.830  -0.5631
24 S -2.497 -2.734 -1.521  1.0761
25 O -1.029 -2.964 -1.357  -0.4225
26 O -3.026 -1.255 -0.923  -0.3573
27 C -3.354 -1.214 0.432  0.2007
28 C -3.069 -2.744 0.864  -0.3250
29 O -3.339 -3.374 -0.303  -0.4103
30 H -2.624 -0.499 0.812  -0.0620
31 H -4.375 -0.915 0.668  0.2514
32 H -3.765 -3.051 1.645  0.3439
33 H -2.033 -2.905 1.162  0.2520
34 C 0.441 -3.415 -5.100  -0.8867
35 C -0.539 -4.644 -4.887  -0.6259
36 N 0.175 -5.953 -5.046  -0.0268
37 C 0.793 -6.273 -3.725  0.2631
38 C 1.693 -7.508 -3.724  -1.4219
39 C -0.779 -7.050 -5.347  -0.2942
40 C -1.309 -6.952 -6.844  -1.2353
41 H 1.322 -3.673 -5.689  0.3445
42 H 0.720 -3.132 -4.085  -0.1295
43 H 0.012 -2.545 -5.597  0.4980
44 H -1.327 -4.712 -4.137  0.5610
45 H -1.179 -4.529 -5.762  0.1895
46 H 1.408 -5.417 -3.447  -0.1875
47 H 0.115 -6.252 -2.872  0.2481
48 H 2.270 -7.564 -2.801  0.4129
49 H 1.133 -8.431 -3.870  0.4224
50 H 2.432 -7.538 -4.524  0.2962
51 H -1.678 -6.938 -4.742  0.2825
52 H -0.463 -8.082 -5.193  0.3043
53 H -1.631 -5.928 -7.033  0.3141
54 H -2.275 -7.456 -6.860  0.3744
55 H -0.549 -7.236 -7.572  0.3200
56 C -4.337 4.272 3.706  -1.3389
57 C -4.929 3.774 2.395  -0.3098
58 N -5.135 4.833 1.379  0.1966
59 C -3.988 5.677 0.905  -1.1207
60 C -3.170 4.838 0.104  -0.4448
61 C -6.103 4.459 0.404  -0.3675
62 C -6.630 5.663 -0.309  -1.3289
63 H -4.859 5.052 4.261  0.3073
64 H -3.336 4.670 3.539  0.2670
65 H -4.288 3.412 4.374  0.4030
66 H -4.331 2.927 2.059  0.1512
67 H -5.885 3.340 2.688  0.3810
68 H -4.310 6.516 0.289  0.2830
69 H -3.469 6.262 1.665  0.4596
70 H -2.258 5.431 0.030  0.4701
71 H -2.825 3.890 0.518  -0.0104
72 H -3.566 4.740 -0.906  0.3025
73 H -6.951 4.007 0.919  0.4337
74 H -5.700 3.722 -0.290  0.2886
75 H -6.751 6.446 0.440  0.3355
76 H -7.546 5.334 -0.800  0.4243
77 H -5.923 6.083 -1.024  0.2410
78 C 1.137 -0.893 1.734  -0.9620
79 C 0.929 0.459 1.024  -0.1080
80 N 0.775 0.479 -0.457  0.7765
81 C 0.561 1.796 -1.043  -0.4805
82 C -0.758 2.456 -0.689  -1.2466
83 C 1.836 -0.260 -1.170  -0.6751
84 C 1.512 -0.534 -2.723  -0.4203
85 H 1.961 -1.314 1.159  0.7127
86 H 0.259 -1.538 1.705  -0.0482
87 H 1.492 -0.757 2.756  -0.0509
88 H -0.050 0.703 1.436  0.0299
89 H 1.726 1.195 1.135  0.1139
90 H 1.348 2.427 -0.630  0.2147
91 H 0.746 1.861 -2.116  0.3747
92 H -0.763 3.458 -1.118  0.4890
93 H -1.561 1.754 -0.913  0.2775
94 H -1.058 2.709 0.328  0.1984
95 H 1.847 -1.230 -0.672  0.2629
96 H 2.792 0.254 -1.078  0.1449
97 H 1.492 0.472 -3.140  0.4178
98 H 0.590 -1.094 -2.883  -0.0424
99 H 2.304 -1.143 -3.161  0.0031
100 C 4.123 5.877 2.131  -1.4692
101 C 3.944 4.331 2.288  -0.1349
102 N 3.337 4.059 3.656  0.0364
103 C 2.048 4.604 3.766  -0.3481
104 C 1.590 4.905 5.192  -1.3171
105 C 3.308 2.673 4.076  -0.0259
106 C 4.583 1.840 3.897  -1.6460
107 H 4.941 6.036 1.428  0.4525
108 H 4.579 6.389 2.978  0.3363
109 H 3.210 6.326 1.741  0.3887
110 H 3.368 4.004 1.423  -0.0183
111 H 4.961 3.957 2.408  0.5256
112 H 1.312 4.160 3.095  0.3321
113 H 2.034 5.549 3.223  0.3229
114 H 2.437 5.306 5.748  0.3192
115 H 1.311 3.950 5.638  0.1605
116 H 0.725 5.567 5.225  0.4424
117 H 3.113 2.690 5.149  0.3500
118 H 2.524 2.087 3.597  0.1347
119 H 5.441 2.382 4.295  0.4076
120 H 4.617 0.871 4.394  0.4268
121 H 4.710 1.514 2.865  0.3425

Look up the E_tot of the first one. -68239.805 eV